Here is 11 unconnected molecules or ions with the total composition C44H121N11O11 from the Open Molecules 2025 dataset. Energies are from ωB97M-V with the def2-TZVPD basis set.

Values from the calculation:
- total charge = 0
- relative energy (zero: lowest compared OMol25 entry of this formula, charge and spin) (kcal per mole) = 166.7
- M (g mol⁻¹) = 980.52
- SMILES = COC[C@H](C)N.COC[C@H](C)N.COC[C@H](C)N.COC[C@H](C)N.COC[C@H](C)N.COC[C@H](C)N.COC[C@H](C)N.COC[C@H](C)N.COC[C@H](C)N.COC[C@H](C)N.COC[C@H](C)N

Last column: Löwdin charge in e.
Element x y z (Å)
C: 9.195 -19.942 -23.424  -0.14
O: 8.340 -20.456 -22.460  -0.17
C: 8.645 -19.892 -21.162  -0.17
C: 9.957 -20.501 -20.542  -0.37
C: 9.927 -22.055 -20.405  -0.06
N: 10.420 -19.987 -19.242  0.03
H: 8.967 -20.101 -24.478  0.09
H: 10.210 -20.289 -23.228  0.08
H: 9.243 -18.855 -23.364  0.09
H: 8.611 -18.803 -21.184  0.10
H: 7.739 -20.146 -20.611  0.12
H: 10.728 -20.283 -21.281  0.11
H: 10.560 -22.408 -19.591  0.05
H: 10.459 -22.513 -21.239  0.07
H: 8.945 -22.519 -20.315  0.07
H: 10.995 -20.637 -18.726  0.06
H: 9.635 -19.945 -18.608  0.01
C: 7.984 -17.183 -18.522  -0.06
O: 7.154 -16.218 -19.235  -0.19
C: 6.123 -16.863 -20.021  -0.18
C: 5.526 -15.793 -20.984  -0.43
C: 4.617 -14.736 -20.242  -0.06
N: 4.758 -16.376 -22.072  0.03
H: 7.431 -17.823 -17.835  0.06
H: 8.849 -16.643 -18.138  0.09
H: 8.452 -17.866 -19.231  0.05
H: 6.632 -17.573 -20.673  0.11
H: 5.336 -17.390 -19.482  0.11
H: 6.289 -15.170 -21.449  0.13
H: 4.069 -14.047 -20.886  0.07
H: 5.275 -14.172 -19.581  0.08
H: 3.884 -15.329 -19.695  0.06
H: 4.193 -15.587 -22.352  0.06
H: 4.096 -16.796 -21.436  0.06
C: 13.051 -26.142 -17.093  -0.14
O: 11.931 -25.509 -17.633  -0.20
C: 10.703 -25.967 -17.050  -0.15
C: 9.612 -24.964 -17.690  -0.42
C: 8.191 -24.932 -17.033  -0.05
N: 9.422 -25.219 -19.071  0.04
H: 13.606 -25.552 -16.364  0.09
H: 13.736 -26.397 -17.901  0.09
H: 12.919 -27.113 -16.617  0.08
H: 10.489 -27.004 -17.307  0.12
H: 10.812 -25.880 -15.969  0.12
H: 9.986 -23.947 -17.568  0.12
H: 8.221 -24.493 -16.036  0.05
H: 7.538 -25.805 -17.025  0.08
H: 7.764 -24.157 -17.670  0.06
H: 8.923 -26.097 -19.077  0.08
H: 10.331 -25.488 -19.418  0.07
C: 4.453 -19.546 -10.411  -0.06
O: 5.749 -19.092 -9.944  -0.22
C: 6.403 -18.177 -10.714  -0.23
C: 7.805 -17.822 -10.043  -0.43
C: 7.666 -17.358 -8.601  -0.07
N: 8.462 -16.854 -10.878  0.05
H: 4.074 -20.091 -9.547  0.08
H: 4.461 -20.107 -11.346  0.08
H: 3.855 -18.645 -10.278  0.09
H: 6.614 -18.607 -11.693  0.11
H: 5.824 -17.254 -10.712  0.12
H: 8.416 -18.724 -9.997  0.12
H: 7.155 -16.407 -8.450  0.07
H: 8.650 -17.258 -8.142  0.05
H: 7.179 -18.056 -7.919  0.07
H: 8.801 -17.297 -11.720  0.06
H: 7.727 -16.180 -11.042  0.07
C: 12.024 -16.916 -17.675  -0.09
O: 13.331 -17.126 -17.171  -0.22
C: 14.088 -18.155 -17.666  -0.24
C: 15.575 -17.722 -17.448  -0.39
C: 15.900 -16.488 -18.327  -0.05
N: 16.395 -18.950 -17.582  0.03
H: 11.456 -16.186 -17.098  0.07
H: 11.449 -17.841 -17.703  0.06
H: 12.167 -16.609 -18.711  0.09
H: 13.883 -19.023 -17.040  0.11
H: 13.791 -18.341 -18.698  0.13
H: 15.583 -17.448 -16.393  0.12
H: 16.287 -16.737 -19.315  0.07
H: 16.681 -15.887 -17.860  0.07
H: 15.086 -15.788 -18.514  0.07
H: 16.059 -19.612 -16.897  0.06
H: 17.358 -18.713 -17.390  0.06
C: 8.019 -21.662 -12.131  -0.10
O: 8.581 -20.951 -13.225  -0.22
C: 7.991 -21.149 -14.571  -0.14
C: 8.841 -20.308 -15.503  -0.39
C: 8.951 -18.826 -15.107  -0.04
N: 8.331 -20.287 -16.895  0.06
H: 6.950 -21.565 -11.941  0.08
H: 8.455 -21.346 -11.183  0.08
H: 8.219 -22.725 -12.270  0.06
H: 8.038 -22.216 -14.790  0.11
H: 6.969 -20.794 -14.437  0.12
H: 9.812 -20.800 -15.451  0.14
H: 8.032 -18.269 -15.291  0.07
H: 9.729 -18.403 -15.742  0.07
H: 9.150 -18.755 -14.037  0.06
H: 7.489 -19.734 -16.972  0.03
H: 8.052 -21.207 -17.204  0.07
C: 12.326 -19.062 -13.166  -0.08
O: 13.489 -19.189 -12.348  -0.18
C: 14.066 -17.968 -11.984  -0.25
C: 14.916 -18.080 -10.678  -0.39
C: 15.624 -16.693 -10.543  -0.06
N: 15.909 -19.101 -10.997  0.03
H: 12.585 -18.744 -14.176  0.08
H: 11.666 -18.290 -12.770  0.07
H: 11.794 -20.004 -13.305  0.08
H: 14.636 -17.558 -12.817  0.12
H: 13.393 -17.123 -11.837  0.11
H: 14.388 -18.285 -9.746  0.13
H: 16.339 -16.727 -9.722  0.07
H: 14.941 -15.844 -10.499  0.08
H: 16.227 -16.552 -11.440  0.07
H: 16.367 -18.742 -11.822  0.06
H: 15.461 -19.948 -11.317  0.06
C: 4.986 -20.997 -17.440  -0.07
O: 5.264 -19.565 -17.452  -0.23
C: 4.767 -18.850 -16.276  -0.18
C: 3.815 -17.701 -16.485  -0.43
C: 4.469 -16.302 -16.741  -0.03
N: 2.928 -17.518 -15.383  0.01
H: 5.244 -21.248 -18.469  0.09
H: 3.922 -21.229 -17.408  0.09
H: 5.624 -21.403 -16.655  0.07
H: 4.458 -19.498 -15.456  0.12
H: 5.648 -18.380 -15.840  0.10
H: 3.119 -17.990 -17.272  0.13
H: 4.933 -16.285 -17.727  0.03
H: 5.310 -15.998 -16.118  0.08
H: 3.702 -15.529 -16.788  0.08
H: 2.242 -16.779 -15.428  0.08
H: 2.657 -18.374 -14.920  0.07
C: 11.935 -21.240 -4.620  -0.13
O: 12.135 -19.965 -5.163  -0.18
C: 12.382 -19.998 -6.591  -0.15
C: 11.160 -20.479 -7.528  -0.39
C: 11.471 -20.783 -9.009  -0.05
N: 10.228 -19.348 -7.519  0.02
H: 11.955 -21.359 -3.536  0.09
H: 12.671 -21.975 -4.948  0.09
H: 10.929 -21.563 -4.885  0.08
H: 12.677 -18.999 -6.913  0.12
H: 13.225 -20.660 -6.788  0.11
H: 10.584 -21.324 -7.151  0.12
H: 12.021 -21.718 -9.115  0.08
H: 11.957 -19.914 -9.453  0.07
H: 10.527 -20.937 -9.531  0.06
H: 10.759 -18.490 -7.565  0.06
H: 9.959 -19.238 -6.552  0.07
C: 7.761 -30.197 -13.544  -0.12
O: 7.692 -28.804 -13.809  -0.20
C: 7.081 -28.009 -12.791  -0.16
C: 7.318 -26.451 -12.984  -0.43
C: 7.919 -25.868 -11.687  -0.06
N: 6.252 -25.588 -13.295  0.02
H: 8.423 -30.504 -12.735  0.08
H: 8.213 -30.629 -14.437  0.09
H: 6.780 -30.614 -13.316  0.08
H: 6.053 -28.297 -12.571  0.12
H: 7.604 -28.355 -11.900  0.10
H: 8.070 -26.318 -13.762  0.12
H: 8.650 -26.608 -11.360  0.07
H: 7.216 -25.614 -10.892  0.08
H: 8.330 -24.883 -11.907  0.05
H: 6.580 -24.640 -13.412  0.06
H: 5.772 -25.878 -14.135  0.08
C: 10.992 -11.027 -14.759  -0.16
O: 10.750 -12.360 -14.701  -0.20
C: 10.524 -12.874 -13.367  -0.14
C: 9.811 -14.257 -13.609  -0.45
C: 10.643 -15.348 -14.150  -0.06
N: 8.680 -14.054 -14.451  0.04
H: 10.264 -10.404 -14.239  0.08
H: 11.007 -10.685 -15.793  0.10
H: 11.899 -10.875 -14.174  0.09
H: 11.370 -12.986 -12.689  0.12
H: 9.876 -12.189 -12.820  0.12
H: 9.420 -14.375 -12.598  0.12
H: 11.607 -15.439 -13.650  0.08
H: 10.856 -15.377 -15.219  0.07
H: 10.140 -16.284 -13.906  0.06
H: 8.719 -13.234 -15.040  0.07
H: 8.429 -14.807 -15.076  0.06